(1)
This record from the OMol25 dataset describes a structure of composition C22H42BeCl2NO13S. The level of theory is wB97M-V/def2-TZVPD.

The charge is +1. The calculation puts the frontier orbital gap at 0.03856 Eh.

Last column: Mulliken charge in e.
Positions of all 82 atoms, in Å:
C 5.023 0.795 2.757  0.23
C 4.982 -0.336 2.450  -0.38
O 4.647 -1.437 1.782  -0.39
S 3.276 -2.263 2.505  0.41
O 3.397 -1.998 3.882  -0.36
O 1.952 -1.541 1.906  -0.08
C 1.763 -0.155 2.295  -0.33
C 0.275 0.198 2.134  -1.05
H 5.185 1.822 2.941  0.46
H 2.030 0.053 3.330  0.48
H 2.392 0.494 1.689  0.34
H -0.073 0.846 2.932  0.47
H 0.072 0.653 1.167  0.12
H -0.257 -0.752 2.219  0.29
C -4.409 -2.800 -4.667  -1.06
C -3.252 -3.722 -4.276  -0.37
C -2.899 -3.705 -2.787  -0.99
C -2.812 -2.341 -2.118  -0.43
N -1.549 -1.506 -2.299  0.77
C -0.783 -1.412 -0.995  -1.06
C -0.037 -2.728 -0.902  -0.43
C 0.361 -3.042 -2.346  -0.87
C -0.495 -2.116 -3.209  -0.28
C -1.903 -0.122 -2.822  -0.87
C -2.519 0.840 -1.816  -0.18
C -3.933 0.533 -1.332  -0.91
H -4.145 -1.747 -4.518  -0.22
H -4.643 -2.929 -5.721  0.68
H -5.307 -3.023 -4.092  0.47
H -2.387 -3.485 -4.902  0.16
H -3.523 -4.746 -4.541  0.37
H -2.012 -4.315 -2.598  0.16
H -3.707 -4.231 -2.270  0.56
H -2.932 -2.474 -1.044  0.05
H -3.651 -1.734 -2.444  0.52
H -0.090 -0.576 -1.087  0.46
H -1.471 -1.237 -0.173  0.56
H -0.691 -3.511 -0.513  0.31
H 0.820 -2.662 -0.235  0.14
H 0.202 -4.092 -2.583  0.33
H 1.418 -2.843 -2.522  0.34
H -0.955 -2.588 -4.068  -0.08
H 0.124 -1.299 -3.573  0.60
H -2.547 -0.266 -3.690  0.45
H -0.970 0.321 -3.170  0.47
H -2.551 1.814 -2.310  0.40
H -1.859 0.975 -0.957  -0.01
H -4.607 0.344 -2.171  0.26
H -4.321 1.390 -0.785  0.30
H -3.958 -0.319 -0.650  0.22
O -4.450 3.883 -1.078  -0.55
C -5.638 4.048 -1.050  0.52
O -6.218 5.178 -0.601  -0.37
C -7.651 5.025 -0.594  -0.42
C -7.936 3.915 -1.592  -0.60
C -6.694 3.042 -1.456  -0.32
H -7.966 4.767 0.419  0.26
H -8.115 5.967 -0.875  0.33
H -8.870 3.391 -1.398  0.34
H -7.986 4.327 -2.600  0.28
H -6.797 2.301 -0.661  0.27
H -6.427 2.560 -2.394  0.31
O -1.641 -2.485 -7.609  -0.61
H -2.193 -3.253 -7.431  0.34
H -1.437 -2.131 -6.739  0.32
O 6.365 -1.599 6.003  -0.60
Cl 6.946 -0.390 5.485  1.82
O 6.053 0.714 5.710  -0.53
O 7.141 -0.537 4.063  -0.54
O 8.194 -0.150 6.143  -0.49
C 10.298 4.253 7.203  -0.35
C 10.517 2.836 7.673  -0.34
O 9.432 2.136 7.062  -0.26
C 9.038 2.843 5.977  0.64
O 8.272 2.463 5.153  -0.48
O 9.638 4.062 5.950  -0.34
H 11.227 4.804 7.072  0.30
H 9.640 4.819 7.866  0.26
H 11.457 2.414 7.312  0.28
H 10.478 2.740 8.756  0.28
Cl -6.008 -0.702 -5.341  -0.27
Be 4.659 -2.265 -0.230  0.53



(2)
This record from the OMol25 dataset describes a cluster of 2 separate species, C22H42Cl2FN4O5 in total. The level of theory is wB97M-V/def2-TZVPD.

The charge is -1. The calculation puts the frontier orbital gap at 0.22738 Eh.

Last column: Mulliken charge in e.
Positions of all 76 atoms, in Å:
C -4.589 -2.293 -4.793  -0.69
O -3.236 -1.927 -5.054  -0.31
C -3.164 -0.491 -5.067  -0.55
C -1.770 -0.064 -5.641  -0.74
C -0.722 0.358 -4.551  -0.66
C 0.042 -0.865 -3.899  -0.93
C 1.543 -0.542 -3.519  0.01
C 1.779 -0.457 -1.960  -0.72
C 1.515 1.023 -1.466  -0.69
C 2.328 1.422 -0.188  -0.41
C 2.296 0.362 0.969  -1.57
C 1.533 0.841 2.273  1.98
C 2.494 1.563 3.275  -1.61
C 3.488 2.589 2.625  -0.42
C 2.824 3.968 2.291  0.36
O 2.913 4.521 1.232  -0.57
O 2.135 4.596 3.320  -0.43
C 0.277 1.747 1.971  0.47
O -0.017 2.679 2.754  -0.69
O -0.448 1.586 0.922  -0.75
N 0.998 -0.425 2.895  -0.18
F -0.099 -0.892 2.188  -0.22
C 0.692 -0.263 4.327  -0.60
C -0.321 -1.358 4.860  -0.42
C -0.551 -1.120 6.405  -0.72
C -1.697 -2.103 6.899  -0.59
N -2.942 -1.334 7.161  -0.36
C -3.922 -1.495 6.167  0.35
N -3.708 -1.910 4.976  -0.58
N -5.291 -1.098 6.565  -0.71
H -4.890 -1.945 -3.771  0.29
H -5.300 -1.834 -5.533  0.28
H -4.649 -3.404 -4.853  0.23
H -3.352 -0.061 -4.053  0.36
H -3.962 -0.101 -5.760  0.41
H -1.960 0.819 -6.311  0.39
H -1.392 -0.872 -6.322  0.23
H -1.209 0.947 -3.739  0.41
H 0.062 0.963 -5.082  0.35
H -0.556 -1.230 -3.028  0.43
H 0.007 -1.696 -4.656  0.44
H 2.179 -1.332 -4.002  0.32
H 1.796 0.426 -4.013  -0.22
H 0.964 -1.076 -1.499  0.20
H 2.767 -0.852 -1.635  0.39
H 0.425 1.231 -1.397  0.18
H 1.903 1.684 -2.295  0.47
H 3.403 1.497 -0.523  0.46
H 2.039 2.452 0.114  0.15
H 1.883 -0.629 0.688  0.50
H 3.360 0.200 1.299  0.09
H 1.965 2.110 4.092  0.40
H 3.132 0.780 3.774  0.49
H 4.256 2.843 3.409  0.47
H 4.065 2.192 1.761  0.27
H 2.511 5.469 3.512  0.33
H 1.647 -0.475 4.874  0.09
H 0.252 0.729 4.596  0.32
H -1.286 -1.333 4.315  0.31
H 0.187 -2.358 4.782  0.24
H -0.968 -0.086 6.500  0.35
H 0.389 -1.217 6.999  0.40
H -1.356 -2.502 7.892  0.43
H -1.828 -2.976 6.223  0.40
H -3.325 -1.638 8.057  0.26
H -4.619 -1.907 4.510  0.21
H -5.956 -1.834 6.330  0.28
H -5.492 -0.292 5.966  0.31
Cl 3.380 -1.982 -7.423  -0.20
C 1.996 -0.858 -7.419  0.11
C 2.433 0.586 -7.506  -0.51
Cl 3.260 1.124 -6.025  -0.16
H 1.412 -1.046 -6.518  -0.26
H 1.382 -1.111 -8.284  0.36
H 1.561 1.228 -7.633  0.28
H 3.104 0.753 -8.348  0.39



(3)
This record from the OMol25 dataset describes a structure of composition C22H42Cl3IrN2O4Si. The level of theory is wB97M-V/def2-TZVPD.

The spin multiplicity is 5. The charge is 0. For the energy above the lowest of the compared OMol25 structures with the same formula, charge and spin, the calculation gives 38.3 kcal per mole. The calculation puts the frontier orbital gap (spin up / spin down) at 0.28430 / 0.25854 Eh.

Last column: Mulliken charge in e.
Positions of all 75 atoms, in Å:
C -4.990 1.462 -4.521  -1.02
C -5.332 0.523 -5.607  0.58
H -4.226 2.130 -4.929  0.26
H -4.534 0.982 -3.662  -0.02
H -5.795 2.105 -4.129  0.34
C -5.752 0.943 -6.805  0.02
C -5.915 2.375 -7.136  -1.47
H -5.926 0.281 -7.626  0.51
H -4.989 2.943 -7.077  0.23
H -6.605 2.852 -6.444  0.33
H -6.303 2.456 -8.148  0.40
Ir -2.906 -1.990 -3.666  1.60
Cl -3.106 -0.246 -2.122  -0.67
Cl -4.550 -3.434 -2.766  -0.54
C -1.857 -3.998 -1.563  0.00
O -1.498 -2.970 -2.226  -1.13
N -1.018 -5.032 -1.397  0.22
C 0.309 -5.020 -1.996  -0.82
C -1.469 -6.273 -0.791  -0.88
H -2.842 -4.084 -1.073  0.53
H 0.903 -4.173 -1.628  0.24
H 0.262 -4.993 -3.094  0.27
H 0.778 -5.948 -1.690  0.35
H -1.979 -6.083 0.158  0.34
H -0.588 -6.886 -0.618  0.29
H -2.151 -6.823 -1.455  0.34
H 0.100 4.362 -1.881  0.31
H -0.038 2.954 -4.622  0.10
C 1.120 4.450 -2.283  -0.88
C 0.928 3.462 -4.550  -0.75
N 1.449 3.378 -3.201  0.16
H 1.831 4.409 -1.450  0.32
C 2.044 2.234 -2.770  0.05
O 2.201 1.233 -3.419  -0.57
H 1.611 2.995 -5.267  0.34
H 2.387 2.340 -1.704  0.28
H 1.203 5.407 -2.802  0.30
H 0.762 4.515 -4.796  0.32
O -4.420 -1.376 -4.403  0.16
C -5.345 -0.981 -5.338  -0.27
C -4.554 -1.698 -7.634  -0.08
C -5.263 -1.990 -6.458  0.27
H -4.028 -0.771 -7.717  1.01
C -4.527 -2.646 -8.660  -1.16
H -6.272 -1.167 -4.808  0.39
C -5.738 -3.279 -6.230  -0.28
H -4.059 -2.357 -9.602  0.36
C -5.086 -3.903 -8.472  -0.48
C -5.657 -4.233 -7.246  -0.81
H -6.034 -3.548 -5.227  0.34
H -5.032 -4.634 -9.273  0.40
H -6.072 -5.222 -7.065  0.43
Si -0.260 0.493 -6.454  -0.03
Cl -1.566 1.975 -6.530  -0.18
C -0.882 -0.973 -7.475  -0.67
C -2.059 -3.279 -4.925  -1.28
C -0.483 0.101 -4.573  -0.82
H -1.791 -1.567 -7.178  -0.01
H -0.106 -1.761 -7.457  0.39
H -1.064 -0.798 -8.556  0.34
H 0.554 -0.003 -4.245  0.36
H -0.976 -0.818 -4.161  0.08
H -0.922 0.902 -3.950  0.36
H -2.680 -3.398 -5.824  0.14
H -2.081 -4.217 -4.349  0.40
H -1.023 -3.031 -5.209  0.32
C 0.118 0.139 1.464  -1.43
C -0.349 -0.186 0.063  0.58
O -0.132 -1.552 -0.198  -0.54
H -0.380 -0.484 2.206  0.36
H -0.092 1.193 1.676  0.37
H 1.200 -0.017 1.541  0.33
H -1.421 0.058 -0.037  0.15
H 0.211 0.416 -0.666  -0.06
H -0.577 -1.771 -1.041  0.27



F_max
In order: 2.609; 3.915; 2.908
Unit: eV/Å